Entry 1:
C6H6F5N3O | ωB97M-V/def2-TZVPD

```
21
Properties=species:S:1:pos:R:3
C -0.54801 0.53024 0.16170
C 0.07919 -0.71462 -0.27113
C 0.31333 1.73065 -0.35326
C -1.87709 0.68080 0.29944
C 2.13973 -1.97511 -0.95572
C -2.81873 -0.36641 0.70030
N 1.34193 -1.12879 -0.03138
N 1.95008 -0.55391 0.91355
N 0.04034 2.86825 0.29133
O 1.06830 1.68235 -1.26975
F -0.55078 -1.63727 -1.03330
F -3.78545 0.01491 1.55965
F -3.43715 -0.83534 -0.37323
F -2.13394 -1.40362 1.23990
F 3.27564 -0.73355 1.01644
H -2.23903 1.61215 0.47626
H 1.46140 -2.50864 -1.60582
H 2.70128 -1.27634 -1.52748
H 2.89306 -2.51192 -0.44832
H -0.47437 2.77506 1.06087
H 0.60027 3.75111 0.14997
```

Values from the calculation:
Multiplicity: 1
HOMO-LUMO gap (alpha / beta) in eV: 7.612 / 7.546
Highest occupied orbital energy (alpha / beta) in eV: -8.02 / -7.74
Energy relative to the best compared isomer or geometry (same formula, charge and spin) in kJ/mol: 399.4


Entry 2:
C18H42BN5O5P | ωB97M-V/def2-TZVPD

```
72
Properties=species:S:1:pos:R:3
C -5.30539 1.06131 -1.65936
C -4.14200 1.97059 -1.22829
C -2.79380 1.22209 -1.20626
C -1.61007 2.17360 -1.05653
N -0.87621 2.31550 -2.34565
N 0.37678 2.90421 -2.12599
C 1.47748 2.22239 -2.05780
N 1.45375 0.84130 -2.15932
C 2.10161 0.15783 -0.99661
C 1.01482 -0.46541 -0.09796
C 1.25808 -1.94798 0.17567
C 0.36167 -2.47876 1.30424
C 0.86991 -2.03719 2.68715
C -1.11269 -2.07865 1.12136
C 2.98194 1.13432 -0.21106
C 3.66579 2.24122 -1.02358
B 4.28404 3.24834 0.07287
O 5.64395 3.31238 0.29585
O 3.42972 4.04826 0.77681
C 3.38510 3.86010 2.19800
C 2.57885 4.96357 2.84132
P 5.10744 1.53558 -2.03560
O 5.79955 2.89845 -2.61389
O 4.34405 0.95106 -3.37244
N 2.64271 2.95348 -1.86076
H -4.92126 0.14153 -2.09402
H -5.93949 1.56590 -2.38039
H -5.89336 0.78004 -0.78961
H -4.02907 2.82645 -1.89658
H -4.30572 2.35620 -0.22345
H -2.79815 0.59042 -0.31740
H -2.68488 0.58870 -2.08251
H -1.92135 3.15316 -0.68409
H -0.88823 1.76689 -0.35028
H -1.38406 2.93729 -2.96473
H 0.44252 3.90936 -1.98775
H 1.90930 0.56874 -3.02264
H 2.68743 -0.66766 -1.39477
H 0.04964 -0.33195 -0.58115
H 0.97444 0.05434 0.86217
H 1.07596 -2.53459 -0.72579
H 2.29618 -2.07600 0.49154
H 0.37403 -3.57008 1.29527
H 1.95567 -1.92544 2.68276
H 0.42791 -1.08195 2.96813
H 0.63578 -2.77563 3.44880
H -1.39953 -2.11109 0.06821
H -1.29513 -1.08179 1.52296
H -1.73757 -2.79475 1.65574
H 2.32710 1.61863 0.52101
H 3.73544 0.59691 0.36422
H 5.98878 2.57866 0.81024
H 2.94757 2.89119 2.45006
H 4.39726 3.88309 2.60730
H 2.71262 4.93882 3.92064
H 2.90338 5.92625 2.45464
H 1.51231 4.85687 2.64897
H 5.19542 3.60667 -2.85553
H 3.69186 1.54221 -3.76349
H 2.99893 3.29561 -2.74579
C -2.93925 -5.22930 1.58006
O -2.95611 -4.37602 2.45061
N -3.98490 -6.00241 1.25319
C -3.90895 -7.00583 0.20892
C -5.23301 -5.82399 1.97946
H -2.03818 -5.44061 0.97776
H -4.63587 -6.79217 -0.57655
H -4.11512 -7.99598 0.61809
H -2.91250 -7.00924 -0.22757
H -5.59768 -4.80417 1.85754
H -5.07895 -6.00259 3.04326
H -5.97318 -6.52200 1.59809
```

Values from the calculation:
Multiplicity: 1
HOMO-LUMO gap in eV: 7.506
Highest occupied orbital energy in eV: -11.04
Net charge: +1


Entry 3:
C25H34BFNO | ωB97M-V/def2-TZVPD

```
63
Properties=species:S:1:pos:R:3
C -3.66272 -2.60110 -3.76678
C -2.90250 -1.42248 -4.37729
C -1.52423 -1.19155 -3.79774
F -0.77713 -2.38134 -4.11555
B -0.79186 0.12100 -4.47338
C 0.42085 0.76337 -3.56505
C 0.08475 0.97007 -2.06684
C 0.94897 0.12809 -1.12845
N 1.05397 0.75625 0.19168
C 1.50634 -0.11974 1.24669
C 0.43543 -0.82909 2.06164
C 0.82237 -1.98168 2.74876
C -0.06172 -2.70778 3.54544
C -1.37887 -2.28899 3.67543
C -1.78927 -1.14566 3.00530
C -0.89437 -0.41584 2.21339
O -1.42061 0.69329 1.59154
H -3.75013 -2.49629 -2.68645
H -3.21494 -3.55067 -4.04421
H -4.68368 -2.61852 -4.16105
H -3.45850 -0.49415 -4.26865
H -2.79648 -1.60225 -5.44722
H -1.58562 -1.16086 -2.70384
H -0.31056 -0.26537 -5.53823
H -1.65719 0.95615 -4.74872
H 0.63447 1.75427 -3.97763
H 1.35226 0.20149 -3.66460
H 0.30177 2.00940 -1.79723
H -0.96575 0.78636 -1.85756
H 0.47461 -0.84097 -0.98276
H 1.93830 -0.01108 -1.57395
H 1.58620 1.61063 0.15835
H 2.14459 -0.90442 0.82183
H 2.14890 0.42269 1.94415
H 1.83889 -2.34229 2.66639
H 0.28575 -3.58615 4.06867
H -2.08741 -2.83676 4.27720
H -2.80186 -0.78355 3.08038
H -0.88137 1.45867 1.79535
C 0.66806 5.46628 -3.48745
C -0.13495 4.70963 -4.32931
C 0.06011 4.75921 -5.70197
C 1.06150 5.56136 -6.23198
C 1.86567 6.31797 -5.38997
C 1.66700 6.27250 -4.01706
H 0.51600 5.42485 -2.41629
H -0.90779 4.07337 -3.91751
H -0.56650 4.16681 -6.35547
H 1.21736 5.59440 -7.30306
H 2.64898 6.94116 -5.80397
H 2.29281 6.86325 -3.35926
C 2.31840 -3.22460 6.94297
C 2.29088 -4.08193 8.03474
C 1.22689 -4.03825 8.92490
C 0.18700 -3.14176 8.71868
C 0.21380 -2.28667 7.62551
C 1.28110 -2.32519 6.73922
H 3.14851 -3.25797 6.24877
H 3.09907 -4.78519 8.19136
H 1.20717 -4.70372 9.77872
H -0.64557 -3.11071 9.41013
H -0.59824 -1.58992 7.46151
H 1.30108 -1.65804 5.88780
```

Values from the calculation:
Multiplicity: 1
HOMO-LUMO gap in eV: 7.123
Highest occupied orbital energy in eV: -4.82
Net charge: -1


Entry 4:
C27H35N3O5 | ωB97M-V/def2-TZVPD

```
70
Properties=species:S:1:pos:R:3
C -7.70273 -2.23474 -2.48318
O -6.62593 -1.37859 -2.19170
C -6.26466 -1.20861 -0.88890
C -6.88842 -1.81118 0.19859
C -6.42040 -1.55639 1.47732
C -5.34677 -0.71812 1.70224
C -4.72115 -0.11443 0.61422
N -3.62555 0.74491 0.74899
C -2.92701 1.07463 1.86558
O -3.15793 0.69733 2.99301
C -1.77074 1.99356 1.50697
C -0.74418 1.31991 0.58758
C -0.54259 1.96776 -0.77357
O -1.44189 2.22302 -1.54801
N 0.77267 2.20795 -0.92492
C 1.36170 2.81799 -2.11113
C 0.86135 4.25429 -2.25166
C 1.04946 1.98562 -3.35105
C 1.59931 1.79649 0.19516
C 2.35658 0.49078 -0.13186
O 2.14935 -0.12809 -1.15093
N 3.23779 0.14300 0.82313
C 4.19834 -0.95273 0.71421
C 5.26190 -0.60924 -0.33455
C 6.32651 -1.69823 -0.39757
C 5.68284 -3.04350 -0.71262
C 4.61666 -3.37624 0.32530
C 3.53423 -2.29590 0.37698
C 2.45562 -2.66214 1.39251
C 0.58784 1.63773 1.31970
C 0.62822 0.70113 2.50661
C -0.29290 1.18023 3.33538
C -0.83171 2.43063 2.67497
O 0.29605 2.88676 1.94360
C -5.18235 -0.36037 -0.67178
H -7.80306 -2.22278 -3.56741
H -8.63430 -1.87950 -2.03062
H -7.50442 -3.25888 -2.15036
H -7.72925 -2.47252 0.06497
H -6.90890 -2.02623 2.31789
H -4.99081 -0.52996 2.70006
H -3.29003 1.13665 -0.12532
H -2.16424 2.89679 1.02965
H -0.91409 0.24786 0.46570
H 2.44533 2.82111 -1.94709
H 1.34609 4.73695 -3.09585
H 1.07569 4.82302 -1.34908
H -0.21241 4.25060 -2.41621
H -0.02112 1.98269 -3.53321
H 1.55685 2.40428 -4.21602
H 1.38507 0.96329 -3.19773
H 2.31720 2.58869 0.44073
H 3.34569 0.76490 1.60828
H 4.67504 -1.03784 1.69771
H 5.71931 0.35219 -0.08753
H 4.77113 -0.51401 -1.30428
H 6.84445 -1.75736 0.56298
H 7.06465 -1.44626 -1.16087
H 6.44333 -3.82648 -0.72824
H 5.22245 -3.00088 -1.70153
H 5.08159 -3.47045 1.31030
H 4.15396 -4.33460 0.08322
H 3.07137 -2.20950 -0.60876
H 2.85161 -2.63767 2.40682
H 1.61493 -1.97675 1.32323
H 2.08394 -3.66473 1.19547
H 1.20899 -0.19587 2.57391
H -0.65594 0.78655 4.26190
H -1.23095 3.20260 3.32478
H -4.70868 0.09892 -1.52607
```

Values from the calculation:
Multiplicity: 1
HOMO-LUMO gap in eV: 8.825
Highest occupied orbital energy in eV: -8.28
Energy relative to the best compared isomer or geometry (same formula, charge and spin) in kJ/mol: 21.4
SMILES: COc1cccc(NC(=O)[C@@H]2[C@H]3C(=O)N(C(C)C)[C@H](C(=O)N[C@@H]4CCCC[C@H]4C)[C@]34C=C[C@H]2O4)c1


Entry 5:
C2H23NO8S2 | ωB97M-V/def2-TZVPD

```
36
Properties=species:S:1:pos:R:3
N -0.00134 1.39258 -0.65348
C 0.84374 2.56749 -0.45291
C 2.34739 2.40123 -0.68016
S 3.40170 1.96692 0.74033
S 2.74498 1.20226 2.37035
H 0.25282 0.53850 -0.15264
H 0.14722 1.00506 -1.58444
H 0.38448 3.32230 -1.10712
H 0.64214 2.92708 0.55683
H 2.45716 1.63286 -1.45606
H 2.77027 3.32779 -1.10074
H 4.29894 1.26868 0.07323
H -1.93090 -0.47396 -1.89355
H -2.00179 -1.99403 -2.06208
O -1.42749 -1.24392 -2.23667
H 1.02447 -1.97286 0.00965
H -0.03451 -1.31570 -1.14070
O 0.80423 -1.27716 -0.63504
H 1.83599 -0.87711 -2.00933
H 2.12325 -0.70209 -3.55891
O 2.35342 -0.38406 -2.67583
H 0.34026 -0.00745 3.39165
H 0.29928 -0.08936 1.82792
O -0.11865 -0.38392 2.63747
H 0.34019 -2.09113 2.14539
H 0.11522 -3.68110 1.92292
O 0.32375 -2.84472 1.52303
H -1.98775 -2.91022 0.56703
H -2.85392 -1.61847 0.49145
O -2.79420 -2.53586 0.19719
H -2.93882 -0.73843 2.67590
H -2.39842 0.45451 1.93743
O -3.19101 -0.08419 2.03263
H -3.34332 0.67653 -0.29023
H -2.13279 1.56969 -0.45669
O -2.69596 0.97226 -0.95384
```

Values from the calculation:
Multiplicity: 1
HOMO-LUMO gap in eV: 8.411
Highest occupied orbital energy in eV: -8.27


Entry 6:
C28H49MnN3OPS3Si | ωB97M-V/def2-TZVPD

```
87
Properties=species:S:1:pos:R:3
Mn -0.17677 0.03331 0.37715
C -1.90846 -5.40466 -0.39184
Si -2.99790 -3.87500 -0.51546
C -4.79819 -4.23397 -0.09091
C -2.95662 -3.13284 -2.24832
C -2.36386 -2.71721 0.86431
C -3.01462 -2.62385 2.08198
C -2.49564 -1.85989 3.13121
C -1.34410 -1.14698 2.92592
N -0.65450 -1.24425 1.77353
C -1.13133 -2.03003 0.78358
S -0.02582 -2.17502 -0.52794
H -2.21561 -6.17739 -1.09928
H -1.95192 -5.83292 0.61128
H -0.86813 -5.15093 -0.60469
H -5.24549 -4.85651 -0.86821
H -5.38769 -3.31701 -0.02581
H -4.90196 -4.77345 0.85284
H -3.58381 -3.73616 -2.90923
H -1.94878 -3.12199 -2.65865
H -3.34550 -2.11353 -2.26510
H -3.95237 -3.14803 2.22555
H -3.00581 -1.78930 4.08105
H -0.93206 -0.49062 3.68138
S 0.55032 1.42681 2.06986
C 1.82864 0.91497 3.18330
C 2.73613 1.88266 3.61387
C 3.71893 1.55354 4.53336
C 3.80694 0.26433 5.03821
C 2.89473 -0.69576 4.62405
C 1.90842 -0.37521 3.70509
H 2.66753 2.89094 3.22597
H 4.42574 2.30976 4.85007
H 4.57834 0.00898 5.75218
H 2.95100 -1.70242 5.01830
H 1.21528 -1.13606 3.37929
C -1.47770 3.73519 -0.11754
N -2.85396 3.30511 -0.13652
C -3.90682 4.14783 -0.70053
C -5.19615 3.37288 -0.37753
N -4.66787 2.12535 0.16627
C -3.33965 2.16540 0.35307
S -2.50195 0.92409 1.12530
H -1.14536 3.97482 -1.12970
H -0.85771 2.93978 0.28662
H -1.36515 4.62189 0.50969
H -3.75356 4.27024 -1.77511
H -3.88662 5.13625 -0.24015
H -5.79569 3.18052 -1.26556
H -5.81598 3.89107 0.35485
H -5.23469 1.40859 0.58152
C 1.12595 1.42104 -3.46128
C 1.78310 0.18002 -2.83689
C 1.06127 -1.09271 -3.27504
P 2.01228 0.36946 -0.98912
C 2.85335 2.05048 -1.00235
C 3.42222 2.46428 0.35300
C 3.93847 2.27465 -2.06450
C 3.25716 -0.96731 -0.62148
C 3.30039 -1.28994 0.86859
C 4.66198 -0.71813 -1.16508
H 0.69412 1.15749 -4.42764
H 1.84026 2.22608 -3.62800
H 0.32888 1.80261 -2.82777
H 2.80879 0.10321 -3.20509
H 0.01958 -1.08150 -2.96084
H 1.52696 -1.99415 -2.87578
H 1.09043 -1.16163 -4.36360
H 2.00944 2.70855 -1.23868
H 4.20839 1.77895 0.67597
H 2.64953 2.48923 1.10782
H 3.85780 3.46299 0.27769
H 4.90971 1.94025 -1.70689
H 4.01416 3.34789 -2.24745
H 3.74627 1.79436 -3.02126
H 2.83596 -1.83830 -1.13071
H 3.73439 -0.47190 1.44505
H 3.90362 -2.18305 1.04061
H 2.29605 -1.48265 1.24301
H 5.16646 0.06740 -0.60334
H 4.67026 -0.45028 -2.22086
H 5.24596 -1.63275 -1.04865
C -1.88551 0.61399 -2.00387
O -0.77934 0.63547 -1.15944
H -2.73257 0.07455 -1.56485
H -1.63993 0.13742 -2.95910
H -2.21206 1.64062 -2.21474
```

Values from the calculation:
Multiplicity: 4
HOMO-LUMO gap (alpha / beta) in eV: 5.485 / 7.375
Highest occupied orbital energy (alpha / beta) in eV: -10.23 / -10.32
Energy relative to the best compared isomer or geometry (same formula, charge and spin) in kJ/mol: 91.7
Net charge: +1


| no. | largest force on an atom (hartree/bohr) | energy (eV) |
| --- | --- | --- |
| 1 | 0.096 | -26419.5141 |
| 2 | 0.022 | -46996.1663 |
| 3 | 0.022 | -33408.3086 |
| 4 | 0.017 | -43276.2619 |
| 5 | 0.060 | -41987.6511 |
| 6 | 0.034 | -117337.2056 |